# 1
{"formula": "C25H54AlNOS", "method": "ωB97M-V with the def2-TZVPD basis set", "spin_multiplicity": 1, "e_tot_ev": -47767.37832, "gap_ev": 6.45, "species": ["C", "C", "C", "Al", "C", "C", "C", "S", "C", "C", "C", "C", "C", "C", "C", "O", "C", "H", "H", "H", "H", "H", "H", "H", "H", "H", "H", "H", "H", "H", "H", "H", "H", "H", "H", "H", "H", "H", "H", "H", "H", "H", "H", "H", "H", "H", "H", "C", "C", "C", "C", "N", "C", "C", "C", "C", "C", "C", "C", "H", "H", "H", "H", "H", "H", "H", "H", "H", "H", "H", "H", "H", "H", "H", "H", "H", "H", "H", "H", "H", "H", "H", "H"], "xyz": [[-1.02908, 2.82030, 4.70454], [-1.63329, 1.63212, 4.73394], [-1.20277, 0.34324, 4.13505], [-1.19589, 0.37865, 2.10451], [0.64920, 0.71674, 1.36369], [1.50344, 1.86828, 1.88559], [1.32469, 3.25102, 1.25102], [1.21133, 3.37746, -0.56214], [-1.69393, -1.45992, 1.38438], [-2.84942, -1.50351, 0.37284], [-4.22743, -1.24193, 1.01293], [-4.94095, 0.07158, 0.63080], [-5.69765, 0.71982, 1.80683], [-4.98899, 1.88832, 2.49331], [-4.56762, 2.98939, 1.53813], [-4.35475, 4.20074, 2.24861], [-3.09039, 4.79922, 2.06768], [0.02528, 2.93497, 4.46868], [-1.56948, 3.72054, 4.96977], [-2.59780, 1.60827, 5.24158], [-0.21377, 0.01921, 4.48730], [-1.89997, -0.45066, 4.42023], [-2.27022, 1.45211, 1.54526], [0.54705, 0.78173, 0.27101], [1.20200, -0.21581, 1.57030], [2.57033, 1.61102, 1.82383], [1.29454, 2.01763, 2.94934], [0.48037, 3.79699, 1.66982], [2.21781, 3.83118, 1.48967], [-0.10479, 3.21755, -0.74390], [-1.92687, -2.16127, 2.19660], [-0.78514, -1.86226, 0.90758], [-2.90189, -2.50426, -0.08282], [-2.67837, -0.81017, -0.46074], [-4.13154, -1.29276, 2.10221], [-4.88733, -2.06642, 0.72763], [-4.21190, 0.75385, 0.19028], [-5.67790, -0.15843, -0.14366], [-6.67649, 1.07302, 1.46812], [-5.87896, -0.05611, 2.55644], [-5.69470, 2.34638, 3.19362], [-4.13112, 1.54896, 3.08033], [-5.36173, 3.15076, 0.79444], [-3.66139, 2.69908, 1.00267], [-3.21424, 5.88323, 2.11083], [-2.65586, 4.53905, 1.09708], [-2.38966, 4.49056, 2.85103], [3.72710, -4.16649, -5.00775], [2.42202, -3.43799, -4.70212], [2.60564, -1.94693, -4.41061], [3.50581, -1.54118, -3.25154], [2.96727, -1.67848, -1.84706], [1.56151, -1.13207, -1.68927], [0.62595, -2.30539, -1.88640], [1.38418, -3.47480, -1.25417], [2.86941, -3.14607, -1.44111], [3.93869, -0.96568, -0.90796], [3.85179, 0.55339, -0.84775], [4.36298, 1.37817, -2.03188], [4.41131, -4.17993, -4.15642], [3.53523, -5.20432, -5.27817], [4.24994, -3.69663, -5.84295], [1.89623, -3.94038, -3.88809], [1.76274, -3.51933, -5.56848], [1.63713, -1.45410, -4.31890], [3.06894, -1.49166, -5.29122], [3.74783, -0.48991, -3.36610], [4.44670, -2.09243, -3.26239], [1.47355, -0.75620, -0.67358], [1.42421, -0.30249, -2.38051], [0.41832, -2.49308, -2.93895], [-0.32693, -2.11706, -1.39511], [1.12668, -4.42696, -1.71472], [1.14741, -3.55465, -0.19336], [3.35210, -3.74461, -2.20752], [3.43037, -3.26747, -0.51881], [4.93469, -1.32010, -1.18022], [3.70061, -1.34528, 0.08540], [4.42642, 0.84446, 0.03432], [2.82352, 0.84189, -0.62313], [5.30647, 0.99550, -2.42778], [4.52289, 2.40414, -1.70511], [3.62847, 1.42471, -2.83676]], "forces_ev_per_angstrom": [[0.2, 0.1, 0.3], [-0.1, -0.1, 0.1], [0.2, -0.1, 0.3], [-0.3, -0.2, 0.0], [0.1, 0.0, 0.0], [0.1, -0.1, -0.1], [-0.1, 0.1, 0.2], [0.3, -0.1, -0.2], [0.0, 0.2, -0.1], [0.0, -0.5, 0.0], [0.0, 0.1, -0.1], [0.0, -0.2, 0.1], [0.2, 0.1, -0.1], [-0.2, 0.1, 0.1], [-0.1, -0.1, -0.1], [0.0, 0.1, -0.1], [0.1, 0.0, 0.0], [-0.1, 0.0, -0.5], [0.1, 0.0, 0.4], [-0.3, 0.1, -0.5], [0.0, 0.1, -0.1], [0.0, 0.0, 0.1], [0.3, 0.0, -0.1], [0.1, 0.1, 0.0], [-0.1, -0.1, 0.0], [0.0, 0.1, 0.0], [0.1, 0.0, 0.0], [-0.1, -0.1, 0.0], [-0.1, 0.2, 0.0], [-0.1, -0.1, 0.2], [0.0, 0.0, 0.0], [0.1, -0.1, 0.0], [0.1, 0.1, -0.1], [0.0, 0.1, 0.1], [0.1, 0.0, 0.0], [-0.1, 0.0, 0.2], [-0.1, 0.1, 0.1], [0.1, 0.1, -0.1], [0.0, 0.0, 0.0], [-0.2, 0.0, 0.0], [0.1, -0.1, 0.1], [0.1, 0.0, -0.1], [0.0, 0.1, 0.1], [-0.1, 0.0, 0.0], [0.0, 0.0, 0.0], [0.0, 0.0, 0.0], [0.0, 0.0, -0.1], [0.0, 0.0, 0.0], [0.0, 0.0, 0.0], [0.0, -0.1, 0.0], [0.0, 0.1, -0.1], [0.1, -0.1, 0.1], [0.0, 0.0, -0.1], [-0.1, -0.1, -0.1], [0.0, 0.0, 0.0], [0.0, -0.1, 0.1], [-0.2, 0.0, 0.1], [-0.1, 0.1, -0.2], [-0.1, -0.1, 0.1], [0.0, 0.0, 0.0], [0.0, 0.0, 0.0], [0.0, 0.0, 0.0], [0.0, 0.0, 0.0], [0.0, 0.0, 0.0], [0.0, 0.0, 0.0], [0.0, 0.0, 0.0], [0.0, 0.0, 0.0], [0.0, 0.0, 0.0], [0.0, 0.0, 0.1], [0.0, 0.0, 0.0], [0.0, 0.0, 0.0], [0.0, 0.0, 0.1], [0.0, 0.0, 0.0], [0.0, 0.1, 0.0], [0.0, 0.0, -0.1], [0.0, 0.0, 0.0], [0.0, 0.0, 0.0], [0.0, 0.0, 0.0], [0.0, -0.2, 0.1], [0.0, 0.1, 0.1], [0.0, 0.0, 0.0], [0.0, 0.0, 0.0], [0.1, 0.1, -0.1]], "mulliken_charge": [-0.968, -0.043, -0.856, -1.357, 0.197, -0.694, -0.717, -0.231, -0.289, -0.702, -0.897, -0.386, -1.214, 0.236, -0.070, -0.407, -0.372, 0.310, 0.324, 0.271, 0.515, 0.398, 0.263, -0.092, 0.240, 0.321, 0.238, 0.205, 0.488, 0.072, 0.530, -0.374, 0.350, 0.338, 0.438, 0.351, 0.429, 0.337, 0.408, 0.461, 0.474, -0.558, 0.217, 0.293, 0.352, 0.237, -0.004, -1.440, -0.180, -1.035, -0.577, 0.556, -0.883, -0.296, -1.041, -0.381, -0.866, 0.902, -1.736, 0.295, 0.393, 0.374, 0.041, 0.472, 0.281, 0.614, 0.081, 0.675, 0.172, 0.480, 0.362, 0.151, 0.492, 0.347, 0.218, 0.442, 0.366, 0.503, 0.516, -0.602, 0.335, 0.486, 0.423]}

# 2
{"formula": "C6H12O", "method": "ωB97M-V with the def2-TZVPD basis set", "smiles": "CCCCCC=O", "spin_multiplicity": 1, "e_tot_ev": -8463.02683, "de_lowest_kcal_mol": 30.60, "gap_ev": 10.78, "species": ["C", "C", "C", "C", "C", "C", "O", "H", "H", "H", "H", "H", "H", "H", "H", "H", "H", "H", "H"], "xyz": [[1.79279, -1.57592, 0.94770], [1.05366, -0.48263, 0.20560], [-0.48722, -0.75894, 0.16563], [-1.13908, 0.01852, -1.04412], [-0.87273, 1.53092, -0.96304], [-1.15297, 2.12538, 0.42548], [-2.20497, 2.52405, 0.83132], [1.30851, -1.83004, 1.90149], [1.86118, -2.50937, 0.31925], [2.83805, -1.39497, 1.13315], [1.08837, 0.45140, 0.76052], [1.49212, -0.50001, -0.82040], [-0.67103, -1.83411, -0.09011], [-0.71011, -0.70598, 1.22273], [-0.64696, -0.40552, -1.94982], [-2.18200, -0.28123, -1.18857], [-1.29436, 2.08171, -1.80136], [0.21309, 1.60499, -1.13959], [-0.28635, 1.94176, 1.08414]], "forces_ev_per_angstrom": [[-0.1, -1.5, -0.2], [-0.7, -1.1, -0.6], [1.4, -1.5, -1.9], [0.1, -0.6, 1.0], [0.7, 0.2, -0.4], [0.1, -1.6, -0.9], [-0.1, 0.5, 0.0], [0.2, 0.0, -0.2], [-0.6, 0.7, 0.6], [0.4, 0.6, 0.3], [0.9, 0.3, -0.4], [-0.4, 0.9, 0.6], [0.3, 0.6, 0.3], [-1.3, 0.8, 0.0], [-0.1, 0.5, 0.6], [-0.1, 0.5, 0.4], [-0.6, 0.1, 0.2], [-0.2, 0.2, 0.3], [0.0, 0.5, 0.4]], "mulliken_charge": [-1.386, 0.047, -0.787, -0.712, -0.505, -0.001, -0.467, 0.327, 0.311, 0.382, 0.102, 0.237, 0.391, 0.411, 0.346, 0.362, 0.416, 0.274, 0.252]}

# 3
{"formula": "C24H50NO13", "method": "ωB97M-V with the def2-TZVPD basis set", "spin_multiplicity": 1, "e_tot_ev": -53796.60999, "gap_ev": 9.15, "total_charge": 1, "species": ["C", "C", "C", "C", "C", "C", "O", "C", "C", "N", "H", "H", "H", "H", "H", "H", "H", "H", "H", "H", "H", "H", "H", "H", "H", "H", "H", "H", "C", "C", "O", "C", "O", "O", "C", "H", "H", "H", "H", "H", "H", "H", "H", "C", "C", "O", "C", "O", "O", "C", "H", "H", "H", "H", "H", "H", "H", "H", "C", "C", "O", "C", "O", "O", "C", "H", "H", "H", "H", "H", "H", "H", "H", "C", "C", "O", "C", "O", "O", "C", "H", "H", "H", "H", "H", "H", "H", "H"], "xyz": [[7.01729, 0.00188, -1.09372], [6.18493, -0.98332, -0.08264], [4.67774, -1.41461, -0.66508], [4.72189, -1.93111, -2.23283], [3.52115, -0.29630, -0.34958], [3.45073, 0.95250, -1.41029], [2.58423, 1.99041, -0.76773], [1.22357, 1.47749, -0.54572], [1.14161, -0.02913, 0.09525], [2.15876, -1.01291, -0.45802], [6.56930, 1.08393, -1.17723], [8.09734, 0.14160, -0.60433], [7.22899, -0.48773, -2.15408], [6.80355, -2.00218, -0.02165], [6.13128, -0.59576, 1.04030], [4.38598, -2.37875, -0.02411], [4.22268, -3.01516, -2.26506], [4.07328, -1.27383, -2.96997], [5.82761, -2.09212, -2.61567], [3.57261, 0.11770, 0.75595], [4.47508, 1.46751, -1.64396], [2.98439, 0.62536, -2.45838], [0.72541, 2.20589, 0.25828], [0.55550, 1.58656, -1.51874], [0.02714, -0.44410, 0.00018], [1.38059, 0.06389, 1.25921], [2.15907, -1.94879, 0.00436], [1.97420, -1.06036, -1.50449], [-6.05955, -2.64561, -0.86452], [-5.40926, -4.01806, -0.84384], [-4.17403, -4.01482, -1.57070], [-3.12085, -3.44650, -0.93500], [-3.13348, -2.95499, 0.18237], [-2.05029, -3.48878, -1.76937], [-0.89681, -2.82330, -1.26064], [-6.17640, -2.29024, -1.89330], [-7.04149, -2.67485, -0.38406], [-5.44537, -1.90567, -0.34199], [-6.06772, -4.73682, -1.34218], [-5.25487, -4.37894, 0.18040], [-0.62858, -3.19400, -0.26668], [-1.07168, -1.74330, -1.23676], [-0.06250, -3.02380, -1.93895], [6.28501, 7.10436, -3.22920], [7.09522, 6.94195, -1.95480], [6.28173, 6.44098, -0.88644], [5.99599, 5.11735, -0.93778], [6.37092, 4.33199, -1.79388], [5.19109, 4.81737, 0.11399], [4.72645, 3.46967, 0.11778], [5.40031, 7.72277, -3.04696], [6.88783, 7.56782, -4.01515], [5.92559, 6.13895, -3.59873], [7.46744, 7.92112, -1.63668], [7.97052, 6.29917, -2.10916], [5.55768, 2.76118, 0.05125], [4.02154, 3.31774, -0.70535], [4.20032, 3.29471, 1.06062], [-7.28270, -6.13853, 6.44504], [-7.87358, -5.60728, 5.15062], [-6.84308, -5.19400, 4.24431], [-6.19263, -6.19339, 3.60055], [-6.41068, -7.38865, 3.71917], [-5.23034, -5.63770, 2.82001], [-4.39699, -6.59168, 2.16606], [-6.60147, -5.40456, 6.88724], [-8.07248, -6.37051, 7.16499], [-6.69922, -7.04832, 6.27295], [-8.47858, -4.72095, 5.36724], [-8.53589, -6.34110, 4.67523], [-4.98916, -7.31411, 1.59620], [-3.76807, -7.10162, 2.90223], [-3.74750, -6.05392, 1.46938], [-5.32258, 4.94038, -0.21056], [-4.67229, 3.56794, -0.18989], [-3.43706, 3.57118, -0.91675], [-2.38388, 4.13950, -0.28105], [-2.39651, 4.63101, 0.83633], [-1.31332, 4.09721, -1.11541], [-0.15984, 4.76270, -0.60668], [-5.43944, 5.29576, -1.23934], [-6.30452, 4.91114, 0.26990], [-4.70841, 5.68033, 0.31197], [-5.33076, 2.84918, -0.68823], [-4.51790, 3.20706, 0.83435], [0.10839, 4.39199, 0.38728], [-0.33471, 5.84270, -0.58281], [0.67446, 4.56219, -1.28499]], "forces_ev_per_angstrom": [[1.2, 0.1, 0.8], [0.2, -0.8, -0.6], [0.5, -0.6, 0.8], [-0.6, -1.1, 0.1], [1.8, -0.1, -0.5], [-0.6, 0.2, 0.2], [-1.0, -2.8, -0.7], [-0.9, 0.5, 0.2], [-1.8, 0.9, 2.2], [-0.1, 1.8, -1.3], [0.8, -2.2, 0.0], [-2.4, -0.2, -1.1], [-0.8, 1.1, 2.3], [-1.4, 2.2, -0.2], [0.0, -0.6, -2.5], [0.5, 2.1, -1.2], [1.1, 2.3, 0.0], [1.7, -1.2, 1.4], [-2.4, 0.6, 0.8], [0.1, -0.9, -2.4], [-2.0, -1.2, 0.7], [0.8, 0.5, 2.2], [1.2, -1.7, -1.8], [1.5, -0.5, 1.8], [2.6, 0.9, 0.1], [-0.5, -0.3, -2.6], [-0.1, 0.9, -0.5], [0.2, -0.7, 1.5], [0.2, 0.3, 0.0], [-0.8, 0.1, 0.5], [1.6, 0.4, 0.4], [-1.0, 0.2, 0.4], [0.3, -0.7, -1.5], [-0.2, 0.1, 0.5], [0.1, 0.0, 0.0], [-0.1, -0.2, 0.1], [0.1, -0.1, -0.1], [-0.1, -0.2, 0.0], [0.4, 0.1, -0.1], [0.1, 0.2, -0.2], [-0.2, 0.1, 0.0], [-0.1, -0.1, 0.1], [-0.3, -0.2, -0.1], [-0.3, -0.2, -0.1], [0.4, 0.3, -0.7], [-0.3, -1.4, 0.3], [0.1, 0.3, -0.4], [-0.5, 0.8, 1.2], [0.7, 0.2, -0.6], [-0.1, -0.1, -0.1], [0.2, 0.1, 0.0], [-0.1, 0.0, 0.1], [0.2, 0.1, 0.1], [-0.2, -0.3, 0.3], [-0.3, 0.0, 0.1], [0.0, 0.1, -0.1], [0.5, 0.3, 0.3], [0.1, 0.3, -0.1], [0.3, -0.2, 0.0], [-0.5, -0.3, 0.6], [0.6, -0.6, -0.9], [-0.2, -0.5, 0.5], [0.3, 1.7, -0.3], [-0.8, -0.2, 0.5], [0.3, -0.3, -0.3], [-0.2, 0.0, 0.0], [0.1, 0.1, -0.1], [-0.2, 0.1, 0.0], [0.3, 0.0, -0.3], [0.3, 0.1, 0.0], [0.1, 0.0, 0.3], [-0.2, -0.1, -0.1], [-0.2, 0.2, 0.2], [0.2, 0.3, 0.0], [-0.8, 0.2, 0.4], [1.3, 0.2, 0.4], [-0.6, 0.4, 0.5], [0.2, -0.8, -1.6], [-0.7, -0.3, 0.5], [0.4, 0.3, 0.0], [-0.1, -0.2, 0.1], [0.1, -0.1, -0.1], [-0.1, -0.2, 0.0], [0.4, 0.0, -0.1], [0.2, 0.2, -0.2], [-0.2, 0.2, 0.0], [0.1, -0.2, 0.2], [-0.3, -0.1, -0.1]], "mulliken_charge": [-0.679, -0.689, 0.005, -1.160, -0.250, -0.314, -0.426, -0.189, -0.543, -0.053, 0.022, 0.339, 0.267, 0.329, 0.282, 0.463, 0.280, 0.203, 0.367, 0.292, 0.099, 0.396, 0.064, 0.264, 0.211, 0.372, 0.402, 0.490, -1.208, 0.130, -0.366, 0.719, -0.577, -0.368, -0.567, 0.309, 0.394, 0.303, 0.363, 0.031, 0.371, 0.232, 0.254, -1.077, -0.147, -0.380, 0.706, -0.579, -0.351, -0.324, 0.294, 0.356, 0.297, 0.297, 0.295, 0.211, 0.255, 0.266, -1.086, -0.169, -0.338, 0.732, -0.553, -0.288, -0.655, 0.289, 0.356, 0.307, 0.287, 0.304, 0.330, 0.375, 0.101, -1.108, -0.143, -0.351, 0.763, -0.547, -0.332, -0.699, 0.299, 0.358, 0.311, 0.279, 0.303, 0.317, 0.412, 0.162]}